14
Properties=species:S:1:pos:R:3:forces:R:3:nbo_charge:R:1 method="wB97M-V/def2-TZVPD" e_homo_ev="-8.6 / -9.1" max_force_ev_per_a=1.66 total_charge=0 energy_ev=-29439.0697 e_lumo_ev="-1.604 / -0.301" multiplicity=1 homo_lumo_gap_ev="7.014 / 8.770"
C 1.44715 -0.42640 -2.12845 -0.712 0.620 1.271 -0.3343
C -1.42902 0.88406 1.52777 0.275 -0.305 -0.679 -0.8660
N 0.75449 0.46264 0.05752 0.193 -0.057 -1.648 -0.9076
O -0.90085 -1.43481 0.34572 -0.207 -0.004 0.043 -0.9661
O -1.47598 0.47871 -1.09806 -0.046 0.233 -0.274 -0.9321
S 1.66992 -0.28966 1.17467 0.620 -0.412 0.708 0.2991
S -0.83000 -0.01941 0.07207 -0.332 -0.023 0.682 2.2687
H 2.18322 -1.08550 -1.71665 0.183 -0.174 0.142 0.1792
H 0.47401 -0.79821 -2.37634 -0.202 -0.177 -0.223 0.1977
H 1.74552 0.53073 -2.50236 0.104 0.238 -0.149 0.1890
H -0.61800 0.95230 2.24187 0.063 -0.043 0.117 0.2436
H -1.72973 1.86532 1.18877 -0.057 0.176 -0.038 0.2488
H -2.26069 0.33246 1.94611 -0.155 -0.117 -0.038 0.2509
H 0.96995 -1.45224 1.26736 0.272 0.045 0.085 0.1291